8
Properties=species:S:1:pos:R:3 method="wB97M-V/def2-TZVPD" total_energy_ha=-245.19352 orbital_gap_ha=0.3447 charge=+1 fmax_ev_per_a=5.91 homo_energy_ev=-17.7 relative_energy_ev=7.8383
N -0.485 0.522 -0.241
H 1.148 1.153 0.720
H 1.040 -0.798 0.651
O -1.459 -0.283 0.027
H 1.546 0.112 -0.680
O -2.728 0.221 -0.039
H -3.233 -0.174 0.680
C 0.807 0.259 0.096


8
Properties=species:S:1:pos:R:3 method="wB97M-V/def2-TZVPD" total_energy_ha=-245.30195 orbital_gap_ha=0.3669 charge=+1 fmax_ev_per_a=3.00 homo_energy_ev=-17.0 relative_energy_ev=4.8878
H 0.499 -0.303 -0.103
H -0.565 -2.003 -0.045
C -0.502 -0.917 -0.224
O -2.242 0.643 0.018
O 1.156 0.847 -0.118
H 1.103 1.420 0.673
N -1.501 -0.225 -0.159
H 2.053 0.538 -0.042


8
Properties=species:S:1:pos:R:3 method="wB97M-V/def2-TZVPD" total_energy_ha=-245.20924 orbital_gap_ha=0.4230 charge=+1 fmax_ev_per_a=5.99 homo_energy_ev=-16.7 relative_energy_ev=7.4107
H 0.989 -1.012 0.042
O -1.675 0.368 -0.191
H 0.080 -0.446 -1.492
H 1.542 0.374 -0.550
N 0.667 -0.224 -0.521
O -1.306 -0.642 0.789
H 0.151 1.285 1.600
C -0.448 0.297 0.323


8
Properties=species:S:1:pos:R:3 method="wB97M-V/def2-TZVPD" total_energy_ha=-245.19617 orbital_gap_ha="0.3225 / 0.3223" charge=+1 fmax_ev_per_a=7.34 homo_energy_ev="-15.1 / -15.1" relative_energy_ev=7.7662
C 0.533 -0.092 0.349
H -1.248 0.707 -0.253
H 0.046 1.811 -0.380
N -0.245 0.825 -0.488
H 1.491 0.213 0.763
O -0.383 -2.791 0.981
O -0.041 -1.231 0.515
H -0.154 0.558 -1.488


8
Properties=species:S:1:pos:R:3 method="wB97M-V/def2-TZVPD" total_energy_ha=-245.16711 orbital_gap_ha="0.3671 / 0.3496" charge=+1 fmax_ev_per_a=6.64 homo_energy_ev="-17.5 / -17.8" relative_energy_ev=8.5571
H -1.255 0.348 0.396
N 0.014 0.600 -0.945
H 0.378 0.364 1.082
H 1.031 0.168 -1.506
C -0.304 -0.019 0.257
O -0.554 1.822 -2.632
O -0.872 1.361 -1.548
H -0.191 -1.198 0.272


9
Properties=species:S:1:pos:R:3 method="wB97M-V/def2-TZVPD" total_energy_ha=-643.88150 orbital_gap_ha=0.2881 charge=-1 fmax_ev_per_a=2.92 homo_energy_ev=-3.7 relative_energy_ev=4.1192
O -0.921 0.266 -1.655
N -0.192 1.187 0.760
S -0.372 -0.319 -0.450
H 1.832 -0.229 -1.050
H -1.157 1.552 0.703
O -1.324 -1.269 0.129
H 1.186 -0.948 0.465
C 1.090 -0.946 -0.658
H -0.142 0.706 1.757


9
Properties=species:S:1:pos:R:3 method="wB97M-V/def2-TZVPD" total_energy_ha=-535.14619 orbital_gap_ha=0.2535 charge=-1 fmax_ev_per_a=3.69 homo_energy_ev=-2.9 relative_energy_ev=4.4574
H -2.096 -0.453 -1.969
H -0.993 -1.661 -0.203
H -2.747 -0.143 0.308
H -0.937 0.928 -0.220
Si -1.605 -0.299 -0.569
O 2.645 -0.381 0.061
O 2.049 0.813 2.031
N 1.640 0.700 -0.314
C 2.045 0.496 0.873


9
Properties=species:S:1:pos:R:3 method="wB97M-V/def2-TZVPD" total_energy_ha=-535.14732 orbital_gap_ha=0.3100 charge=-1 fmax_ev_per_a=3.20 homo_energy_ev=-4.2 relative_energy_ev=4.4267
O -1.712 1.109 -0.465
H 2.462 -0.414 0.809
H 1.514 1.070 -0.900
C -1.795 -0.239 -0.019
H 0.502 0.551 1.137
O -2.558 -0.747 0.740
H 1.053 -1.277 -0.693
Si 1.226 0.062 0.051
N -0.691 -0.115 -0.659


9
Properties=species:S:1:pos:R:3 method="wB97M-V/def2-TZVPD" total_energy_ha=-535.29093 orbital_gap_ha=0.2705 charge=-1 fmax_ev_per_a=2.56 homo_energy_ev=-3.3 relative_energy_ev=0.5189
H 2.120 -0.039 0.835
Si 0.177 0.458 -0.381
H 0.617 1.942 0.096
C -1.608 -0.107 0.066
H 1.484 -1.541 0.570
O -2.095 -1.138 -0.440
H 0.297 0.220 -1.866
O -2.294 0.737 0.658
N 1.301 -0.530 0.463


9
Properties=species:S:1:pos:R:3 method="wB97M-V/def2-TZVPD" total_energy_ha=-321.07395 orbital_gap_ha=0.3277 charge=-1 fmax_ev_per_a=1.09 homo_energy_ev=-4.5 relative_energy_ev=0.0757
C -0.114 0.658 0.279
O -0.755 0.366 1.302
H 0.064 -1.400 -1.021
N 1.034 1.549 0.465
H 1.525 1.241 1.291
O -0.118 -2.375 -0.989
H 1.552 1.457 -0.400
H -0.811 -2.357 -0.312
O -0.356 0.346 -0.917


9
Properties=species:S:1:pos:R:3 method="wB97M-V/def2-TZVPD" total_energy_ha=-320.45225 orbital_gap_ha="0.3646 / 0.3645" charge=+1 fmax_ev_per_a=3.50 homo_energy_ev="-17.0 / -17.0" relative_energy_ev=4.1070
O 0.202 2.518 0.860
H 0.449 -1.302 0.621
N 0.244 0.692 -0.303
O -0.218 1.408 -1.079
H -0.226 -1.080 -1.132
C 0.501 -0.730 -0.348
O 0.720 1.276 0.889
H 1.415 -0.755 -0.790
H 0.213 2.760 1.784


9
Properties=species:S:1:pos:R:3 method="wB97M-V/def2-TZVPD" total_energy_ha=-320.47566 orbital_gap_ha=0.3854 charge=+1 fmax_ev_per_a=4.84 homo_energy_ev=-16.9 relative_energy_ev=3.4700
O -1.416 -1.434 0.521
C -0.718 -0.297 0.540
O 0.101 0.127 -1.551
N 0.456 0.262 0.935
H 0.601 1.344 0.800
H 0.610 0.926 -1.109
O -1.893 -0.028 0.823
H 0.904 -0.674 -1.545
H 1.354 -0.227 0.587